# 1
# C4H7NO

A molecular structure, C4H7NO at a distorted geometry (ωB97M-V/def2-TZVPD, OMol25).

Each line ends with the natural charge from an NBO analysis.
CARTESIAN COORDINATES (ANGSTROEM)
N1 -1.68590 0.28954 -0.13622  -0.616
H1 1.57039 0.95560 1.37424  0.226
H2 1.99815 -0.66407 1.02158  0.195
H3 -1.10963 -1.55669 0.71422  0.189
H4 -2.57025 0.51370 0.28665  0.403
C1 -1.06103 -1.00087 -0.21903  -0.213
H5 2.44907 0.60252 -0.05280  0.216
C2 0.26266 -0.29658 -0.50225  -0.302
H6 -1.44785 -1.61347 -1.02646  0.192
O1 -0.24550 2.07863 -0.24255  -0.604
C3 1.64019 0.24672 0.56039  -0.579
H7 0.72278 -0.47626 -1.46762  0.234
C4 -0.52307 0.92123 -0.31015  0.658

Calculated values
Total charge   0
Energy   -7797.095 eV
HOMO energy   -9.54 eV
Relative energy (zero: lowest compared OMol25 entry of this formula, charge and spin)   2.549 eV
Gap between HOMO and LUMO   10.50 eV

# 2
# C12H40O14

8 unconnected molecules or ions with the total composition C12H40O14 at a distorted geometry (ωB97M-V/def2-TZVPD, OMol25).

Each line ends with the natural charge from an NBO analysis.
CARTESIAN COORDINATES (ANGSTROEM)
O1 -4.17757 0.77907 -2.78728  -0.724
O2 -0.87629 -1.99802 2.68295  -0.742
C1 1.59529 -2.92409 0.72110  -0.080
H1 -3.84181 -2.46674 5.69552  0.470
H2 -0.37851 -0.16994 -3.07109  0.482
H3 3.32150 -1.57628 0.84605  0.185
H4 2.86866 0.87159 -3.67858  0.157
C2 2.91061 -1.16530 -4.26924  -0.072
H5 2.88761 3.72720 0.16019  0.152
H6 2.06138 5.33480 -0.95105  0.471
H7 -0.28675 0.26996 -0.87303  0.499
O3 -0.44137 0.65148 -2.54553  -0.730
H8 -1.16550 -1.82264 -0.38733  0.488
H9 -2.05580 -0.69654 3.63361  0.160
C3 -2.95438 0.44659 -2.20470  -0.087
H10 -1.75623 -3.49992 4.72731  0.155
H11 2.18283 0.00279 1.95908  0.487
H12 -3.00418 0.54121 -1.12274  0.179
O4 3.61247 -0.88779 -5.51571  -0.732
H13 1.72080 2.17081 -2.29003  0.201
H14 -1.36824 1.39497 0.19396  0.492
C4 2.81901 3.52614 -0.88579  -0.076
O5 1.85828 1.44309 -0.37105  -0.757
H15 -2.72241 -0.58485 -2.30865  0.153
C5 2.43333 -1.84488 1.40106  -0.079
C6 3.21480 -0.11259 -3.23398  -0.084
C7 -2.34952 1.62848 1.83683  -0.089
H16 -4.78959 0.01257 -2.87482  0.484
O6 -0.50924 -0.04032 -0.01269  -1.004
H17 0.29778 -0.31227 0.44328  0.506
O7 2.47498 -3.93285 0.42302  -0.717
H18 -1.86801 3.31932 2.80725  0.156
C8 -2.33199 -2.56131 4.52237  -0.072
H19 -3.23936 1.10793 1.59624  0.162
H20 2.42786 0.34125 -1.57600  0.493
H21 1.71432 1.72725 0.51675  0.479
H22 -1.67845 0.92267 2.33365  0.157
H23 0.86529 -3.27103 1.40318  0.181
O8 -3.01470 -2.05378 5.66625  -0.720
C9 -1.74013 1.19576 -2.80738  -0.095
O9 2.47396 -0.45167 -2.08193  -0.738
H24 -1.52615 -3.04167 -1.25596  0.452
H25 3.55630 -1.66943 -6.07872  0.471
O10 -3.44717 2.34903 3.93676  -0.699
H26 2.77454 -2.30126 2.33229  0.161
O11 -1.63555 -2.64904 -0.36588  -0.953
C10 1.65173 2.54643 -1.25814  -0.097
H27 0.67317 3.12340 -1.12443  0.184
H28 3.22785 -2.15633 -3.84323  0.166
O12 -1.78239 2.14761 0.60713  -0.769
H29 3.74456 3.12600 -1.23421  0.177
C11 -1.45040 -1.52734 3.86521  -0.077
H30 0.00161 -1.63869 2.48596  0.491
H31 -2.73808 1.94281 4.38197  0.458
O13 2.61623 4.75468 -1.49540  -0.720
O14 1.62039 -0.75131 1.70958  -0.754
H32 4.32670 -0.02846 -3.05836  0.169
H33 -1.91670 1.35553 -3.88917  0.177
H34 -3.54942 3.32474 2.08188  0.187
H35 -3.14750 -2.99410 3.88335  0.165
H36 1.99230 -4.80815 0.48696  0.478
H37 1.08155 -2.57675 -0.19297  0.164
H38 1.87359 -1.22380 -4.50184  0.156
C12 -2.81008 2.77343 2.70181  -0.088
H39 -1.70315 2.19243 -2.40417  0.189
H40 -0.62466 -1.31186 4.50852  0.162

Calculated values
Total charge   0
Energy   -41753.149 eV
HOMO energy   -9.82 eV
Relative energy (zero: lowest compared OMol25 entry of this formula, charge and spin)   2.594 eV
SMILES string   OCCO.OCCO.OCCO.OCCO.OCCO.OCCO.O.O
Gap between HOMO and LUMO   9.78 eV

# 3
# C4H7NOS

A single C4H7NOS molecule at a distorted geometry (ωB97M-V/def2-TZVPD, OMol25).

Each line ends with the natural charge from an NBO analysis.
CARTESIAN COORDINATES (ANGSTROEM)
H1 -0.03258 1.87909 0.68747  0.215
H2 0.60386 -1.53849 1.51687  0.146
H3 -1.56175 -0.14188 -1.21090  0.202
S1 1.53383 -0.15790 -1.95651  -0.036
C1 1.11763 -0.86025 0.76646  0.443
C2 -0.80374 -0.03342 -0.41901  -0.071
H4 -1.58697 1.97771 -0.11509  0.191
H5 0.19295 -1.80745 -0.87329  0.239
H6 2.30794 0.55901 -1.12912  0.156
H7 -2.26565 -0.14550 1.07383  0.377
N1 -1.30340 0.07843 0.90153  -0.622
O1 2.14578 -0.28174 1.10875  -0.531
C3 0.48571 -0.79733 -0.60094  -0.453
C4 -0.83361 1.26972 0.24995  -0.257

Calculated values
Total charge   0
Energy   -18632.408 eV
HOMO energy   -9.22 eV
Relative energy (zero: lowest compared OMol25 entry of this formula, charge and spin)   2.141 eV
SMILES string   O=C[C@H](S)[C@@H]1CN1
Gap between HOMO and LUMO   9.97 eV

# 4
# C5H11N4O2

A gas-phase ion, C5H11N4O2 (charge +1) at a distorted geometry (ωB97M-V/def2-TZVPD, OMol25).

Each line ends with the natural charge from an NBO analysis.
CARTESIAN COORDINATES (ANGSTROEM)
H1 0.91778 -1.81163 1.38960  0.446
H2 -1.29324 -2.46969 1.81312  0.243
H3 1.57361 0.44646 -2.37449  0.201
C1 -1.07746 -1.63500 1.15183  0.411
H4 0.67526 2.06160 0.95502  0.215
N1 0.16320 -1.28055 0.96720  -0.541
H5 1.60713 -1.21084 -3.03568  0.214
H6 -3.03075 -1.28261 0.78254  0.439
C2 1.75981 -0.60280 -2.15130  -0.257
N2 -2.07910 -0.99614 0.59511  -0.553
O1 0.80176 -1.08987 -1.19767  -0.521
H7 2.42926 1.94446 1.27121  0.223
H8 2.77206 -0.72703 -1.76422  0.198
C3 0.60409 -0.33823 -0.09183  0.829
H9 1.28435 0.97379 2.23834  0.178
O2 1.67045 0.37692 0.27790  -0.513
N3 -2.96976 0.88567 -0.45965  -0.792
H10 -2.88157 1.73062 -0.99749  0.435
C4 -1.84883 0.22872 -0.13380  0.546
C5 1.48901 1.40045 1.25394  -0.264
H11 -3.88552 0.52074 -0.27480  0.404
N4 -0.69896 0.67535 -0.37473  -0.541

Calculated values
Total charge   +1
Energy   -15411.941 eV
HOMO energy   -13.37 eV
Relative energy (zero: lowest compared OMol25 entry of this formula, charge and spin)   0.282 eV
SMILES string   COC1(OC)N=C(N)NC=[NH+]1
Gap between HOMO and LUMO   9.71 eV

# 5
# H35O18

A molecular structure, H35O18 at a distorted geometry (ωB97M-V/def2-TZVPD, OMol25).

Each line ends with the natural charge from an NBO analysis.
CARTESIAN COORDINATES (ANGSTROEM)
H1 0.60162 3.39426 4.16981  0.461
H2 -2.24986 -0.35244 1.24773  0.494
O1 -0.08852 3.07864 -0.33491  -0.954
O2 4.94482 1.06253 -2.56237  -0.909
H3 2.65216 2.47142 2.57988  0.480
O3 -2.82464 -1.85930 -4.44166  -0.944
H4 4.19001 1.01188 -3.16475  0.452
H5 -1.73741 2.60507 2.50563  0.464
O4 2.00532 -2.70276 0.83495  -0.998
H6 1.56602 0.96705 -3.01484  0.480
H7 -2.19174 -2.26200 -5.03560  0.471
O5 2.31457 -1.69466 3.73096  -0.915
O6 -4.47668 3.10937 1.26621  -0.993
H8 2.74062 -1.23187 -1.08640  0.497
O7 -0.16321 -2.10448 2.30544  -1.004
H9 -3.42453 -0.47230 2.38944  0.468
H10 1.75778 -1.50503 2.95076  0.468
H11 -2.97375 0.83018 -2.35263  0.457
H12 0.02817 -1.15776 2.42628  0.524
H13 -1.62134 1.33963 -2.75208  0.473
O8 1.28674 -3.47181 -3.57918  -0.943
H14 -2.04492 -0.38293 -0.44883  0.494
H15 2.47939 1.75987 -3.85207  0.448
H16 -3.72248 -1.94815 -4.75538  0.474
O9 1.61548 1.34426 -3.89529  -0.927
O10 0.53854 3.15741 3.24260  -1.029
O11 -2.13507 1.82397 2.09957  -1.163
O12 3.24853 -0.93410 -1.78756  -0.980
O13 3.05453 2.94501 1.84070  -0.958
H17 -0.89862 3.34275 0.11467  0.487
H18 4.04476 -1.41234 -2.00678  0.484
H19 0.18786 2.27079 0.10450  0.466
H20 0.20276 -3.83800 -0.91792  0.486
H21 2.50932 -3.17160 1.50244  0.455
H22 0.26677 2.19108 3.16227  0.505
H23 -5.09859 2.38773 1.33791  0.459
O14 -0.66655 -4.07378 -1.26607  -0.953
H24 -1.16291 -3.25728 -1.18229  0.466
O15 -1.78023 -0.51899 0.45068  -0.989
H25 -0.91599 -2.35783 1.78567  0.503
H26 5.12649 1.98901 -2.78145  0.455
H27 2.92352 -2.27547 3.26638  0.442
H28 2.24466 3.24594 1.40992  0.476
H29 0.38239 -3.47302 -3.89652  0.471
O16 -4.10842 -1.06118 2.71538  -0.944
H30 -4.69514 -0.58146 3.30135  0.475
O17 0.00152 0.75792 2.52236  -1.124
H31 1.71936 -2.69902 -3.93596  0.472
H32 1.19726 -2.39087 1.32717  0.493
H33 -3.56616 2.80497 1.43778  0.513
H34 -1.20600 1.09455 2.39154  0.499
H35 0.45474 0.89576 1.69003  0.446
O18 -2.53297 1.30941 -3.05948  -0.930

Calculated values
Total charge   -1
Energy   -37424.129 eV
HOMO energy   -6.69 eV
Relative energy (zero: lowest compared OMol25 entry of this formula, charge and spin)   1.767 eV
Gap between HOMO and LUMO   8.81 eV

# 6
# CH3ClFNS

A single CH3ClFNS molecule at a distorted geometry (ωB97M-V/def2-TZVPD, OMol25).

Each line ends with the natural charge from an NBO analysis.
CARTESIAN COORDINATES (ANGSTROEM)
N1 -0.12150 -1.12191 0.10571  -1.038
Cl1 -2.92218 0.08219 0.44439  -0.557
H1 0.85460 -0.67566 0.26918  0.423
F1 0.79079 1.52462 0.34921  -0.321
H2 -0.55624 -1.67705 0.82379  0.428
C1 0.08354 1.09495 -0.72161  -0.205
H3 0.27955 1.75546 -1.50572  0.196
S1 -0.91541 -0.12269 -0.84114  1.075

Calculated values
Total charge   0
Energy   -28648.219 eV
HOMO energy   -9.11 eV
Relative energy (zero: lowest compared OMol25 entry of this formula, charge and spin)   1.991 eV
Gap between HOMO and LUMO   8.65 eV